C42H41ClO2P2W | ωB97M-V/def2-TZVPD

The HOMO-LUMO gap (alpha / beta) is 6.77 / 4.70 eV. The calculation puts the LUMO energy (alpha / beta) at -6.2 / -8.0 eV. The energy above the lowest of the compared OMol25 structures with the same formula, charge and spin is 7.2 kcal per mole. As for the net charge: +2. For the maximum force, the calculation gives 2.32 eV/Å. For the total energy, the calculation gives -81216.521 eV. The molar mass is 859.0 g mol⁻¹. The spin multiplicity is 3.

Each line ends with the Löwdin spin population.
Positions of all 89 atoms, in Å:
W (1.932, 0.684, -1.447)  0.000
Cl (-7.403, -2.504, 4.727)  0.149
P (6.070, 2.929, -6.383)  0.294
P (7.142, 4.183, -3.890)  0.276
O (-2.593, -2.019, 0.209)  0.120
O (-2.380, 0.086, 1.083)  -0.008
C (2.619, -1.146, -2.144)  0.000
C (7.513, 2.128, -5.642)  0.013
C (8.030, 3.636, -10.577)  0.025
C (8.309, 6.640, -3.365)  0.011
C (10.887, 5.636, -2.937)  0.003
C (3.673, 1.780, -7.087)  0.015
C (7.141, 4.015, -0.995)  0.021
C (-4.559, -0.446, 2.808)  0.059
C (4.501, -0.876, -6.750)  0.003
C (6.625, 3.592, -2.232)  0.042
C (5.785, 2.336, 0.119)  0.020
C (8.419, 4.379, -9.457)  -0.001
C (10.637, 7.000, -2.793)  0.009
C (2.786, 0.740, -7.343)  -0.002
C (7.801, 4.165, -8.225)  0.018
C (-5.579, -0.787, 3.701)  0.078
C (8.022, 2.708, -4.526)  0.009
C (1.413, 0.249, 0.548)  0.000
C (3.623, -1.671, -1.169)  0.000
C (9.346, 7.501, -3.014)  -0.001
C (4.992, 1.490, -6.678)  0.047
C (5.667, 2.570, -2.284)  0.015
C (5.401, 0.163, -6.499)  0.015
C (-5.887, -2.898, 2.524)  0.034
C (0.745, -1.080, 0.695)  0.000
C (3.196, -0.591, -7.162)  0.012
C (-4.824, -2.566, 1.676)  0.083
C (5.320, 1.900, -1.124)  -0.001
C (-0.045, 1.132, -1.504)  0.000
C (1.189, -1.234, -1.857)  0.000
C (9.856, 4.769, -3.303)  0.014
C (-2.923, -1.046, 0.948)  0.021
C (-6.230, -2.029, 3.577)  0.222
C (6.400, 2.459, -9.220)  0.024
C (6.789, 3.194, -8.093)  0.052
C (3.627, -0.994, 0.238)  0.000
C (0.678, -1.928, -0.623)  0.000
C (2.865, 0.298, 0.371)  0.000
C (7.024, 2.673, -10.460)  0.002
C (6.706, 3.387, 0.180)  0.000
C (8.560, 5.259, -3.483)  0.047
C (-4.140, -1.343, 1.815)  0.245
H (1.186, -1.694, 1.509)  0.000
H (7.888, 4.809, -0.946)  0.001
H (0.955, 1.079, 1.091)  0.000
H (11.448, 7.676, -2.522)  0.000
H (5.233, 2.264, -3.241)  -0.001
H (8.518, 3.801, -11.539)  0.001
H (4.667, 1.020, -1.217)  -0.001
H (4.634, -1.568, -1.618)  0.000
H (7.942, 1.250, -6.142)  0.005
H (-4.499, -3.261, 0.907)  0.000
H (-6.432, -3.830, 2.402)  -0.002
H (3.367, 1.136, 0.841)  0.000
H (6.721, 2.079, -11.321)  0.000
H (3.364, 2.822, -7.208)  0.002
H (9.149, 8.566, -2.912)  0.000
H (1.777, 0.964, -7.693)  0.000
H (1.166, -2.910, -0.450)  0.000
H (0.041, 2.213, -1.354)  0.000
H (5.434, 1.851, 1.032)  0.001
H (-0.297, -0.912, 1.034)  0.000
H (6.415, -0.069, -6.179)  0.001
H (8.908, 2.326, -4.009)  0.004
H (-4.073, 0.524, 2.908)  -0.001
H (8.106, 4.740, -7.348)  0.000
H (11.885, 5.228, -2.767)  0.000
H (5.619, 1.705, -9.132)  0.001
H (7.302, 7.018, -3.545)  0.002
H (4.837, -1.907, -6.630)  0.000
H (4.689, -0.767, 0.487)  0.000
H (-0.449, 0.987, -2.508)  0.000
H (-0.394, -2.186, -0.768)  0.000
H (3.350, -1.739, 1.017)  0.000
H (3.538, -2.779, -1.050)  0.000
H (7.102, 3.706, 1.147)  0.000
H (-5.862, -0.110, 4.501)  0.000
H (9.209, 5.129, -9.542)  0.000
H (2.890, -1.132, -3.202)  0.000
H (10.075, 3.714, -3.438)  0.001
H (2.501, -1.405, -7.355)  0.001
H (0.535, -1.246, -2.732)  0.000
H (-0.746, 0.738, -0.757)  0.000


C42H41MgNO3P2S | ωB97M-V/def2-TZVPD

The HOMO-LUMO gap (alpha / beta) is 4.66 / 4.22 eV. The calculation puts the LUMO energy (alpha / beta) at -0.5 / -0.5 eV. The energy above the lowest of the compared OMol25 structures with the same formula, charge and spin is 68.9 kcal per mole. For the maximum force, the calculation gives 3.98 eV/Å. For the total energy, the calculation gives -86699.921 eV. The molar mass is 726.1 g mol⁻¹.

Each line ends with the Löwdin charge.
Positions of all 91 atoms, in Å:
S (-0.747, 2.246, 1.691)  0.668
P (2.270, -0.361, -1.226)  0.938
P (-2.013, -1.005, -1.547)  0.955
Mg (-0.668, 1.245, -3.746)  0.633
O (-1.637, 3.357, 1.443)  -0.269
O (-1.592, -1.030, 0.023)  -0.122
O (0.639, 2.469, 1.936)  -0.285
N (-0.907, 1.174, 0.405)  0.054
C (-4.675, 2.693, -2.555)  -0.112
C (-0.447, -0.753, -2.391)  -0.442
C (-2.229, -1.211, 2.895)  0.018
C (-2.145, -1.208, 4.279)  -0.051
C (-0.309, 2.709, -5.952)  -0.218
C (-1.622, -0.081, 4.914)  -0.058
C (-2.852, -2.579, -1.669)  -0.265
C (6.210, -1.397, -1.678)  -0.077
C (-1.576, 2.001, -6.475)  -0.176
C (-4.551, 0.248, -2.115)  -0.083
C (-2.008, -0.171, -5.188)  -0.144
C (-3.561, -4.468, -3.024)  -0.070
C (-4.353, -4.221, -0.712)  -0.075
C (3.523, 2.759, -3.586)  -0.092
C (-1.448, 0.044, 0.814)  -0.363
C (2.574, 3.706, -1.580)  -0.063
C (-3.278, 2.780, -2.459)  -0.094
C (0.269, -0.411, -6.189)  -0.187
C (-3.159, 0.336, -1.894)  -0.320
C (-2.596, 1.532, -2.425)  -0.269
C (-2.802, -3.308, -2.879)  -0.060
C (-4.329, -4.903, -1.934)  -0.081
C (2.079, -0.291, 0.538)  -0.184
C (3.741, -2.685, -1.295)  -0.074
C (2.307, 2.424, -1.098)  -0.058
C (4.933, -3.418, -1.259)  -0.079
C (0.831, -1.150, -1.962)  -0.391
C (3.279, 1.466, -3.086)  -0.115
C (6.163, -2.775, -1.440)  -0.085
C (-3.627, -3.042, -0.590)  -0.077
C (-1.082, -1.068, -5.964)  -0.188
C (-5.281, 1.426, -2.439)  -0.118
C (-1.344, 1.063, 2.855)  -0.206
C (-2.257, 1.139, -5.491)  -0.146
C (3.152, 3.887, -2.838)  -0.077
C (0.721, 0.525, -5.098)  -0.251
C (2.624, 1.288, -1.850)  -0.296
C (3.796, -1.286, -1.458)  -0.291
C (5.031, -0.646, -1.685)  -0.078
C (0.643, 1.897, -5.133)  -0.253
C (-1.802, -0.069, 2.200)  -0.130
C (-1.225, 1.071, 4.234)  -0.018
H (-5.267, 3.598, -2.707)  0.094
H (3.651, 0.611, -3.645)  0.113
H (2.774, -3.167, -1.102)  0.105
H (-2.161, -2.943, -3.675)  0.086
H (-3.527, -4.998, -3.980)  0.108
H (-2.457, -2.096, 4.829)  0.115
H (-6.346, 1.343, -2.621)  0.081
H (-1.503, -0.127, 5.986)  0.107
H (-3.666, -2.494, 0.346)  0.091
H (1.028, -1.205, -6.253)  0.115
H (-0.979, -2.033, -5.444)  0.098
H (4.889, -4.487, -1.061)  0.102
H (3.069, -0.146, 0.979)  0.065
H (3.355, 4.879, -3.244)  0.106
H (-2.712, 3.716, -2.595)  0.101
H (-3.230, 1.537, -5.161)  0.132
H (5.084, 0.442, -1.802)  0.102
H (1.336, 0.033, -4.347)  0.082
H (-5.052, -0.706, -2.081)  0.091
H (-2.778, -0.747, -4.648)  0.121
H (-4.897, -5.811, -2.048)  0.096
H (7.084, -3.354, -1.464)  0.102
H (1.831, 2.320, -0.136)  0.066
H (-1.485, -1.400, -6.939)  0.125
H (1.434, 2.505, -4.693)  0.073
H (-4.932, -4.590, 0.138)  0.107
H (-2.262, 1.238, -3.443)  0.000
H (2.337, 4.577, -0.977)  0.108
H (-1.365, 1.516, -7.437)  0.119
H (-0.618, 3.586, -5.352)  0.115
H (0.211, 3.161, -6.808)  0.110
H (-2.291, 2.796, -6.716)  0.118
H (-0.825, 1.947, 4.751)  0.130
H (0.286, 0.103, -7.155)  0.107
H (-2.616, -2.044, 2.324)  0.108
H (7.160, -0.883, -1.828)  0.105
H (-0.675, -0.900, -3.476)  0.009
H (4.024, 2.868, -4.547)  0.112
H (1.456, 0.559, 0.826)  0.004
H (1.650, -1.237, 0.888)  0.070
H (1.061, -2.199, -2.202)  0.026